Below is a structure of composition C18H35NO6S in a non-equilibrium geometry, with properties calculated with ωB97M-V with the def2-TZVPD basis set.

Atoms and positions in Å:
1 C -1.314 3.278 3.882
2 C -0.758 1.904 3.466
3 O -1.310 0.870 3.796
4 C 0.571 1.849 2.581
5 H -0.551 3.982 4.213
6 H -2.200 3.284 4.518
7 H -1.654 3.823 3.002
8 H 1.426 2.485 2.812
9 H 0.177 2.036 1.582
10 H 1.014 0.853 2.596
11 C -1.785 -3.664 -1.403
12 C -2.632 -3.287 -0.254
13 O -2.785 -3.977 0.736
14 C -3.333 -1.912 -0.319
15 H -2.353 -3.374 -2.287
16 H -1.596 -4.724 -1.230
17 H -0.868 -3.074 -1.401
18 H -2.676 -1.294 0.294
19 H -4.332 -2.032 0.100
20 H -3.310 -1.491 -1.324
21 C -0.378 -1.881 -4.602
22 C 0.161 -1.438 -3.278
23 O -0.092 -2.188 -2.334
24 C 0.728 -0.132 -3.154
25 H 0.344 -1.834 -5.418
26 H -1.077 -1.102 -4.906
27 H -0.911 -2.825 -4.485
28 H 0.031 0.648 -3.462
29 H 1.649 0.023 -3.715
30 H 0.966 0.058 -2.108
31 C 1.256 -3.876 1.440
32 C 0.219 -2.785 1.653
33 O 0.538 -1.610 1.479
34 C -1.225 -3.177 1.957
35 H 1.116 -4.641 2.204
36 H 2.311 -3.631 1.320
37 H 1.120 -4.354 0.470
38 H -1.864 -2.302 1.841
39 H -1.324 -3.561 2.972
40 H -1.488 -3.964 1.251
41 C -0.244 -0.653 -0.793
42 C -0.322 0.261 0.339
43 N -0.300 0.964 1.225
44 H -0.366 -1.616 -0.297
45 H 0.666 -0.509 -1.376
46 H -1.153 -0.670 -1.394
47 C 2.438 2.164 -0.273
48 C 3.049 3.371 -0.985
49 C 2.447 4.682 -0.375
50 S 1.075 4.295 0.815
51 O -0.203 4.983 0.528
52 O 1.566 4.263 2.189
53 C 0.993 2.606 0.070
54 H 3.036 1.886 0.595
55 H 2.484 1.258 -0.878
56 H 2.837 3.225 -2.044
57 H 4.126 3.268 -0.856
58 H 2.064 5.318 -1.174
59 H 3.101 5.294 0.246
60 H 0.407 2.675 -0.847
61 H 0.489 1.974 0.801

Results
energy: -43826.3924 eV
LUMO level: 0.0 eV
2S+1: 1